Record 1
{"formula": "C3H5N5", "method": "ωB97M-V/def2-TZVPD", "symbols": ["C", "C", "C", "H", "H", "H", "H", "H", "N", "N", "N", "N", "N"], "coordinates": [[-0.9727, 0.6728, -0.2170], [0.0598, 1.0533, -1.3551], [0.9907, -0.5188, -0.2195], [-0.1910, -1.8898, 1.6361], [-0.3002, -0.4299, 2.5939], [-2.3465, 2.0095, -0.1210], [-0.2235, 1.7884, -2.1540], [2.7904, -1.3374, -0.2312], [-0.7330, -0.9209, 1.6559], [-0.3204, -0.3391, 0.3428], [-2.0105, 1.1848, 0.2856], [1.0751, 0.1891, -1.4174], [1.9609, -1.1689, 0.4225]], "nbo_charge": [0.3623, 0.0906, 0.5157, 0.3810, 0.3698, 0.3507, 0.2141, 0.3675, -0.6282, -0.3033, -0.6394, -0.4089, -0.6717], "e_above_lowest_kj_mol": 310.8, "charge": 0, "smiles": "[H]/N=C1C=N/C(=N\\[H])N\\1N"}

***

Record 2
{"formula": "C11H15N4O8Zr", "method": "ωB97M-V/def2-TZVPD", "symbols": ["Zr", "N", "C", "C", "O", "N", "C", "C", "O", "O", "H", "H", "H", "H", "H", "H", "O", "C", "O", "C", "O", "C", "C", "O", "O", "H", "H", "H", "H", "H", "N", "C", "C", "N", "C", "H", "H", "H", "H"], "coordinates": [[0.0647, 0.1542, 0.0608], [0.2450, 1.1214, -2.1990], [-1.1560, 0.8043, -2.6220], [-1.8385, 0.6998, -1.2741], [-1.5692, 1.6873, -0.5022], [-2.2063, -0.4793, -0.8278], [-2.9942, -0.4693, 0.4320], [-2.1871, -0.6505, 1.7111], [-2.5669, -1.3131, 2.6284], [-1.0126, 0.0197, 1.7112], [0.3568, 2.1275, -2.1418], [0.9259, 0.7513, -2.8510], [-1.1835, -0.1376, -3.1579], [-1.5901, 1.5963, -3.2286], [-3.7322, -1.2637, 0.3819], [-3.5180, 0.4844, 0.5437], [0.3878, -3.4815, -2.5727], [0.2668, -2.6017, -1.6138], [0.5024, -1.4104, -1.7368], [-0.2155, -3.1634, -0.3105], [-0.0348, -2.1702, 0.6770], [1.0521, -2.3874, 1.6128], [2.2703, -1.5429, 1.2359], [3.3596, -1.8257, 1.6385], [1.9548, -0.4828, 0.5009], [0.6804, -3.0638, -3.4005], [-1.2797, -3.3899, -0.4029], [0.3187, -4.0829, -0.0729], [0.6861, -2.0611, 2.5866], [1.3069, -3.4420, 1.6692], [2.2322, 3.8078, 1.1515], [1.0465, 4.1094, 1.7845], [0.2490, 3.0292, 1.6118], [0.9333, 2.0854, 0.8662], [2.1312, 2.5869, 0.6170], [3.0497, 4.3947, 1.1227], [0.8848, 5.0354, 2.3057], [-0.7500, 2.8450, 1.9635], [2.9299, 2.0793, 0.1019]], "nbo_charge": [2.3865, -0.8648, -0.2858, 0.5187, -0.7124, -0.5945, -0.3635, 0.7924, -0.5333, -0.8572, 0.4085, 0.4087, 0.2314, 0.2364, 0.2418, 0.2396, -0.6133, 0.8364, -0.6500, -0.1760, -0.5578, -0.1898, 0.7642, -0.5354, -0.8533, 0.5185, 0.2603, 0.2416, 0.2570, 0.2278, -0.4778, -0.0731, -0.0422, -0.6109, 0.2327, 0.4432, 0.2491, 0.2557, 0.2406], "e_above_lowest_kj_mol": 24.0, "charge": 1}

***

| no. | LUMO (eV) | highest occupied orbital energy (eV) | HOMO-LUMO gap (eV) |
| --- | --- | --- | --- |
| 1 | -0.9 | -9.24 | 8.30 |
| 2 | -3.4 | -12.74 | 9.39 |